Molecular formula: C9H15P
Method: DFT, ωB97M-V with the def2-TZVPD basis set

XYZ file:
```
25
Properties=species:S:1:pos:R:3:nbo_charge:R:1
C -2.48 -3.26 -0.09 -0.38
C -0.61 1.67 -2.73 -0.51
C -1.44 -2.57 -0.62 -0.21
C -1.39 -1.17 -0.94 -0.20
C -0.35 -0.49 -1.39 -0.34
C -0.32 0.76 -1.82 0.12
C 3.30 0.80 0.86 -0.62
C -0.82 1.63 1.76 -0.98
C 1.83 0.64 1.36 -0.76
P 0.66 1.92 0.70 0.63
H -2.42 -4.27 0.25 0.21
H -3.33 -2.69 0.13 0.19
H -0.36 2.77 -2.57 0.24
H -1.34 1.31 -3.51 0.22
H -0.37 -2.91 -0.71 0.20
H -2.32 -0.60 -0.74 0.20
H 0.66 -0.94 -1.53 0.23
H 3.78 -0.16 0.83 0.21
H 3.37 1.20 -0.13 0.21
H 3.95 1.36 1.50 0.21
H -0.52 1.17 2.72 0.24
H -1.47 0.90 1.35 0.23
H -1.26 2.62 1.65 0.24
H 1.85 0.70 2.51 0.22
H 1.41 -0.39 1.16 0.22
```

Summary:
- ΔE to the lowest compared entry with this formula, charge and spin: 333.2 kJ/mol
- Gap between HOMO and LUMO (alpha / beta): 7.007 / 6.790 eV
- Energy: -693.07183 Ha

***

Molecular formula: C9H16
Method: DFT, ωB97M-V with the def2-TZVPD basis set

XYZ file:
```
25
Properties=species:S:1:pos:R:3:nbo_charge:R:1
C 0.33 -0.62 -2.50 -0.65
C 1.47 -0.53 -1.52 -0.02
C 1.70 0.76 -0.85 -0.19
C 2.23 -1.59 -1.22 -0.39
C 1.32 1.95 -1.34 -0.39
H 2.53 0.74 -0.15 0.20
H 0.16 -1.65 -2.79 0.22
H -0.59 -0.23 -2.06 0.21
H 0.55 -0.03 -3.39 0.22
H 3.07 -1.51 -0.56 0.19
H 2.02 -2.56 -1.62 0.20
H 1.72 2.87 -0.96 0.20
H 0.54 2.03 -2.08 0.19
C -2.60 -0.61 1.33 -0.66
C -0.24 0.62 0.88 -0.66
C -1.40 0.01 1.98 0.06
C -1.24 0.13 3.28 -0.46
H -2.33 -1.54 0.83 0.22
H -3.38 -0.83 2.06 0.22
H -3.03 0.06 0.58 0.21
H 0.36 1.31 1.47 0.22
H 0.05 -0.44 0.80 0.25
H -0.83 1.14 0.14 0.22
H -2.03 -0.11 3.98 0.19
H -0.37 0.60 3.72 0.19
```

Summary:
- ΔE to the lowest compared entry with this formula, charge and spin: 178.3 kJ/mol
- Gap between HOMO and LUMO: 9.416 eV
- Energy: -352.40261 Ha
- SMILES: C=CC(=C)C.C=C(C)C

***

Please write out number 2 again, unchanged.
Molecular formula: C9H16
Method: DFT, ωB97M-V with the def2-TZVPD basis set

XYZ file:
```
25
Properties=species:S:1:pos:R:3:nbo_charge:R:1
C 0.33 -0.62 -2.50 -0.65
C 1.47 -0.53 -1.52 -0.02
C 1.70 0.76 -0.85 -0.19
C 2.23 -1.59 -1.22 -0.39
C 1.32 1.95 -1.34 -0.39
H 2.53 0.74 -0.15 0.20
H 0.16 -1.65 -2.79 0.22
H -0.59 -0.23 -2.06 0.21
H 0.55 -0.03 -3.39 0.22
H 3.07 -1.51 -0.56 0.19
H 2.02 -2.56 -1.62 0.20
H 1.72 2.87 -0.96 0.20
H 0.54 2.03 -2.08 0.19
C -2.60 -0.61 1.33 -0.66
C -0.24 0.62 0.88 -0.66
C -1.40 0.01 1.98 0.06
C -1.24 0.13 3.28 -0.46
H -2.33 -1.54 0.83 0.22
H -3.38 -0.83 2.06 0.22
H -3.03 0.06 0.58 0.21
H 0.36 1.31 1.47 0.22
H 0.05 -0.44 0.80 0.25
H -0.83 1.14 0.14 0.22
H -2.03 -0.11 3.98 0.19
H -0.37 0.60 3.72 0.19
```

Summary:
- ΔE to the lowest compared entry with this formula, charge and spin: 178.3 kJ/mol
- Gap between HOMO and LUMO: 9.416 eV
- Energy: -352.40261 Ha
- SMILES: C=CC(=C)C.C=C(C)C

***

- The highest energy belongs to which entry?
  C9H16

***

- The highest energy belongs to which entry?
  C9H16

***

What did the second record say?
Molecular formula: C9H16
Method: DFT, ωB97M-V with the def2-TZVPD basis set

XYZ file:
```
25
Properties=species:S:1:pos:R:3:nbo_charge:R:1
C 0.33 -0.62 -2.50 -0.65
C 1.47 -0.53 -1.52 -0.02
C 1.70 0.76 -0.85 -0.19
C 2.23 -1.59 -1.22 -0.39
C 1.32 1.95 -1.34 -0.39
H 2.53 0.74 -0.15 0.20
H 0.16 -1.65 -2.79 0.22
H -0.59 -0.23 -2.06 0.21
H 0.55 -0.03 -3.39 0.22
H 3.07 -1.51 -0.56 0.19
H 2.02 -2.56 -1.62 0.20
H 1.72 2.87 -0.96 0.20
H 0.54 2.03 -2.08 0.19
C -2.60 -0.61 1.33 -0.66
C -0.24 0.62 0.88 -0.66
C -1.40 0.01 1.98 0.06
C -1.24 0.13 3.28 -0.46
H -2.33 -1.54 0.83 0.22
H -3.38 -0.83 2.06 0.22
H -3.03 0.06 0.58 0.21
H 0.36 1.31 1.47 0.22
H 0.05 -0.44 0.80 0.25
H -0.83 1.14 0.14 0.22
H -2.03 -0.11 3.98 0.19
H -0.37 0.60 3.72 0.19
```

Summary:
- ΔE to the lowest compared entry with this formula, charge and spin: 178.3 kJ/mol
- Gap between HOMO and LUMO: 9.416 eV
- Energy: -352.40261 Ha
- SMILES: C=CC(=C)C.C=C(C)C